Record 1
22
Properties=species:S:1:pos:R:3 method="wB97M-V/def2-TZVPD" energy_ev=-8521.107 charge=0 orbital_gap_ha=0.3455 smiles="C=C/C=C(/C)CCC" de_lowest_kj_mol=190.3 e_lumo_ev=1.034
C -0.6040 2.1777 -2.2527
C -0.2078 1.2229 -1.4135
C -1.1260 0.1715 -0.9657
C -0.7941 -0.7667 -0.0835
C -1.7662 -1.7648 0.4741
C 0.6379 -1.0069 0.3630
C 1.0313 -0.3097 1.6683
C 2.3797 0.4033 1.6063
H -1.6413 2.3480 -2.5308
H -0.0453 2.8814 -2.8178
H 0.6967 1.3916 -0.8636
H -2.2019 0.3133 -1.2454
H -1.3398 -2.7532 0.6745
H -2.5935 -2.0679 -0.1456
H -2.1577 -1.5234 1.4710
H 0.7941 -2.1462 0.5543
H 1.3840 -0.7258 -0.3812
H 0.9670 -1.0650 2.4705
H 0.3600 0.5158 1.9248
H 3.2168 -0.0969 2.1198
H 2.6933 0.3974 0.5492
H 2.4258 1.4364 1.9584



Record 2
14
Properties=species:S:1:pos:R:3 method="wB97M-V/def2-TZVPD" energy_ev=-45544.435 charge=0 orbital_gap_ha=0.3522 smiles=CSS.CSS de_lowest_kj_mol=29.5 e_lumo_ev=0.422
C 0.9121 2.0625 0.9906
S 0.3617 0.7053 2.0814
S -1.6174 1.0991 2.0988
H 0.3615 2.0782 0.0708
H 0.9069 3.0117 1.5435
H 1.9719 1.8293 0.8026
H -2.1418 0.2869 1.1660
C -0.7546 -0.9866 -1.6877
S -0.2032 -2.7557 -1.6852
S 1.5683 -2.6209 -0.7347
H -1.8329 -1.0843 -1.5740
H -0.2237 -0.3968 -0.9512
H -0.6333 -0.5335 -2.6822
H 1.3244 -2.6950 0.5613



Record 3
104
Properties=species:S:1:pos:R:3 method="wB97M-V/def2-TZVPD" energy_ev=-66654.994 charge=+3 orbital_gap_ha="0.2599 / 0.2676" e_lumo_ev="-7.780 / -7.773"
W -0.4586 0.3752 0.4005
C 2.0245 -3.2177 -1.9103
N 0.7620 -2.8050 -1.3093
C -0.3809 -3.0122 -2.1876
C 0.5975 -2.7713 0.0439
N -0.1778 -1.8378 0.6136
C -0.8785 -2.2446 1.8369
C -0.4067 -1.4023 3.0062
N -0.4070 0.0400 2.5957
C -1.6403 0.6795 3.1374
C -2.8449 0.1884 2.3542
N -2.5833 0.2752 0.8892
C -3.7419 0.2716 0.1723
N -4.7341 -0.5936 0.4241
C -6.1489 -0.2356 0.2912
C -4.5041 -1.9685 0.8415
N -3.9395 1.1941 -0.7817
C -4.7416 0.9395 -1.9677
C -3.5392 2.5826 -0.6164
C 0.8386 0.7233 3.0486
C 1.9935 0.3110 2.1573
N 1.6780 0.4830 0.7108
C 2.7977 0.6239 -0.0358
N 2.8159 1.4014 -1.1278
C 3.7280 1.1529 -2.2338
C 2.1181 2.6743 -1.2123
N 3.9598 0.0267 0.3078
C 5.2565 0.6861 0.1575
C 4.0388 -1.3251 0.8286
N 1.2000 -3.7671 0.7311
C 1.2816 -5.1217 0.1733
C 1.7382 -3.6887 2.0808
H 1.9955 -4.2468 -2.2749
H 2.8365 -3.1187 -1.1962
H 2.2253 -2.5646 -2.7612
H -0.3686 -4.0487 -2.5416
H -0.3221 -2.3669 -3.0592
H -1.3084 -2.8199 -1.6587
H -0.8042 -3.3137 2.0304
H -1.9315 -2.0381 1.6779
H 0.5984 -1.6707 3.3112
H -1.0525 -1.5325 3.8755
H -1.5371 1.7572 3.0597
H -1.7507 0.4337 4.1965
H -3.7021 0.8127 2.6180
H -3.1006 -0.8258 2.6737
H -6.2633 0.8421 0.2239
H -6.6667 -0.5796 1.1863
H -6.6084 -0.7104 -0.5760
H -3.4805 -2.2560 0.6188
H -5.1665 -2.6196 0.2711
H -4.7202 -2.1121 1.9021
H -4.9108 -0.1269 -2.0868
H -4.1821 1.3103 -2.8291
H -5.6997 1.4608 -1.9397
H -3.0386 2.7042 0.3381
H -4.4331 3.2101 -0.6232
H -2.8773 2.8955 -1.4251
H 1.0441 0.4793 4.0947
H 0.6773 1.7962 2.9747
H 2.2427 -0.7274 2.3811
H 2.8665 0.9054 2.4314
H 4.0852 0.1268 -2.2113
H 4.5786 1.8362 -2.2255
H 3.1736 1.3121 -3.1541
H 1.7058 2.9253 -0.2433
H 1.3258 2.6410 -1.9623
H 2.8395 3.4427 -1.5002
H 5.1229 1.7446 -0.0452
H 5.8568 0.2358 -0.6343
H 5.7980 0.5859 1.0990
H 3.0760 -1.8147 0.7224
H 4.3527 -1.3394 1.8751
H 4.7777 -1.8812 0.2480
H 0.6768 -5.2088 -0.7231
H 0.8870 -5.8180 0.9142
H 2.3117 -5.4028 -0.0479
H 1.9658 -2.6644 2.3469
H 2.6688 -4.2562 2.1061
H 1.0643 -4.1201 2.8239
S -1.3003 0.0801 -1.9592
C -0.4427 0.1893 -3.4379
N -1.2419 0.1067 -4.5507
C -0.7721 0.1784 -5.8087
C 0.5714 0.3267 -5.9958
C 1.3491 0.3901 -4.8382
N 0.8705 0.3277 -3.6017
H -2.2352 -0.0124 -4.3899
H -1.4993 0.1069 -6.6059
H 1.0064 0.3875 -6.9809
H 2.4242 0.4930 -4.9345
C 2.2385 4.3328 3.2362
O 2.2042 3.7826 1.9105
H 3.1434 4.0336 3.7659
H 1.3716 3.9442 3.7669
H 2.1762 5.4210 3.2188
H 2.8980 4.2125 1.3998
C -0.8306 4.7123 1.0367
O -0.7387 3.3979 1.6801
C -0.5709 2.3526 0.9629
O -0.6038 2.2975 -0.2960
H -1.5069 5.2917 1.6548
H -1.2114 4.6025 0.0253
H 0.1701 5.1334 1.0397